Arrangement A

Formula: C3H4NO
Source: the Open Molecules 2025 dataset
Level of theory: ωB97M-V/def2-TZVPD

Last column: natural (NBO) charge in e.
CARTESIAN COORDINATES (ANGSTROEM)
C  0.6927  0.9494  0.0795  0.08
N  0.8254  -0.2980  -0.0589  -0.34
C  -0.3533  -1.0205  0.0093  -0.37
C  -1.4111  -0.2598  -0.0736  0.73
O  -2.3323  0.3680  -0.3704  -0.31
H  -0.2351  1.3103  0.3314  0.21
H  1.5877  1.5520  -0.0965  0.24
H  1.7351  -0.6544  -0.2193  0.46
H  -0.5091  -1.9470  0.3985  0.29

Computed properties:
* HOMO energy: -14.987 eV
* net charge: +1
* E_LUMO: -5.8629 eV
* SMILES string: C=[NH+]C=C=O

***

Arrangement B

Formula: C3H4NO
Source: the Open Molecules 2025 dataset
Level of theory: ωB97M-V/def2-TZVPD

Last column: natural (NBO) charge in e.
CARTESIAN COORDINATES (ANGSTROEM)
C  -0.4020  -0.0224  0.1570  -0.04
C  -0.9753  1.2364  0.1573  -0.04
C  1.0336  -0.5580  -0.2326  -0.12
N  -0.7765  -1.3173  0.2472  0.24
O  0.2918  -1.8420  -0.0622  -0.10
H  -1.9967  1.5074  0.6330  0.27
H  -0.4923  2.1433  -0.0767  0.25
H  1.4091  -0.5933  -1.2767  0.26
H  1.9084  -0.5541  0.4537  0.27

Computed properties:
* HOMO energy: -17.258 eV
* net charge: +1
* E_LUMO: -7.9306 eV

***

Arrangement C

Formula: C3H4NO
Source: the Open Molecules 2025 dataset
Level of theory: ωB97M-V/def2-TZVPD

Last column: natural (NBO) charge in e.
CARTESIAN COORDINATES (ANGSTROEM)
C  -1.4898  -1.2431  -0.0319  0.45
N  -0.9833  -0.1899  -0.1021  -0.17
C  -0.1255  0.8511  -0.0620  -0.37
C  1.4888  0.1982  -0.0503  0.46
O  1.6204  -0.9788  -0.0889  -0.43
H  -2.0932  -2.1194  0.1769  0.31
H  -0.3650  1.2575  0.8894  0.28
H  -0.3669  1.3786  -0.9691  0.28
H  2.3145  0.8458  0.2379  0.20

Computed properties:
* HOMO energy: -15.427 eV
* net charge: +1
* E_LUMO: -5.1907 eV
* SMILES string: C#[N+]CC=O

***

Energy comparison, zero being the most stable, in kcal/mol: arrangement A 0.0; arrangement B 67.0; arrangement C 5.3.